(1)
Formula: C36H50BN6P2ScSe2
Source: the Open Molecules 2025 dataset
Level of theory: ωB97M-V/def2-TZVPD

```
98
Properties=species:S:1:pos:R:3:mulliken_charge:R:1
Sc -0.84600 0.49801 -0.92796 -0.494
C -0.08730 2.35881 -4.52416 -1.580
C 0.13210 0.96041 -5.11686 1.775
C 1.28740 0.97741 -6.11756 -1.755
C -1.15960 0.53691 -5.81306 -1.858
P 0.35360 -0.10809 -3.57536 0.799
C 2.13960 0.23941 -3.13346 -1.912
N 2.37410 0.26081 -1.70296 0.766
B 1.44370 0.43081 -0.59676 0.152
N 2.32600 0.48141 0.55644 0.766
C 2.02190 0.74701 1.94324 -1.866
P 0.30990 0.19611 2.48624 1.492
C 0.06280 1.39101 3.97024 1.923
C -1.17300 0.91931 4.74054 -2.247
C -0.27330 2.74911 3.33844 -2.087
C 1.23040 1.59331 4.93464 -1.780
C 0.72770 -1.54739 3.17194 1.868
C 1.48510 -2.26959 2.05204 -2.045
C -0.59480 -2.28649 3.39874 -1.582
C 1.55390 -1.61399 4.45224 -1.972
C 3.64640 0.41611 0.15724 0.421
C 4.82980 0.51261 0.87064 -0.672
C 6.02620 0.46281 0.17264 -0.890
C 6.05010 0.33061 -1.20776 -0.866
C 4.87390 0.24021 -1.93646 -0.563
C 3.67330 0.28021 -1.24706 0.399
C 0.38080 -1.95459 -3.99646 1.940
C -1.08690 -2.37579 -4.11246 -1.739
C 0.98760 -2.63379 -2.76226 -1.803
C 1.14400 -2.37909 -5.24636 -1.915
H -0.21110 3.08981 -5.32146 0.558
H 0.74960 2.67681 -3.89706 0.267
H -0.99940 2.35421 -3.92346 0.181
H 1.00620 1.62161 -6.94936 0.540
H 1.49440 -0.00939 -6.51906 0.270
H 2.20430 1.37521 -5.68936 0.298
H -1.46720 1.31251 -6.51186 0.554
H -1.95790 0.41041 -5.08246 0.276
H -1.03200 -0.38679 -6.37226 0.278
H 2.40140 1.22301 -3.55226 0.678
H 2.78560 -0.50729 -3.61626 0.429
H 2.08120 1.83121 2.12244 0.607
H 2.76450 0.26421 2.58824 0.241
H -1.97980 0.66261 4.05294 0.469
H -1.53320 1.71081 5.39694 0.513
H -0.95030 0.05151 5.35604 0.271
H -1.21180 2.70121 2.79374 0.571
H 0.50280 3.08561 2.65354 0.306
H -0.37950 3.50391 4.11714 0.608
H 1.41520 0.71721 5.54394 0.329
H 0.98560 2.41111 5.61104 0.543
H 2.14640 1.85831 4.41584 0.250
H 1.01480 -2.08929 1.08284 0.270
H 1.47920 -3.34209 2.24394 0.585
H 2.52170 -1.94819 1.99504 0.292
H -1.10170 -2.45149 2.45224 0.208
H -1.26680 -1.73859 4.05304 0.266
H -0.40320 -3.25829 3.85214 0.597
H 2.44320 -0.99159 4.39764 0.286
H 1.88130 -2.64159 4.60714 0.519
H 0.96510 -1.32449 5.31824 0.355
H 4.84370 0.65161 1.94304 0.437
H 6.95810 0.55461 0.71154 0.395
H 6.99530 0.32441 -1.72786 0.394
H 4.91070 0.16211 -3.01346 0.476
H -1.68350 -1.91459 -3.32196 0.228
H -1.18240 -3.45859 -4.03576 0.498
H -1.51140 -2.06569 -5.06226 0.325
H 0.50510 -2.25829 -1.84986 0.146
H 2.05780 -2.45479 -2.68306 0.252
H 0.83370 -3.71089 -2.81726 0.636
H 0.66340 -2.00569 -6.14656 0.329
H 1.14850 -3.46689 -5.30196 0.498
H 2.17870 -2.04379 -5.23186 0.290
Se -6.41910 0.31101 4.80364 0.270
N -5.65310 1.60901 3.89044 -0.900
C -4.82300 1.08291 3.01204 0.822
C -3.99140 1.83351 2.11204 0.927
C -4.10670 3.21691 1.97324 -0.841
C -3.25550 3.87371 1.10814 -0.912
C -2.26570 3.13591 0.47054 -0.582
N -2.12870 1.82301 0.59364 0.672
C -3.01250 1.14881 1.35664 -0.598
C -2.99670 -0.30599 1.32124 -0.210
N -2.15170 -0.92219 0.47014 1.205
C -2.29380 -2.22549 0.28124 -0.630
C -3.22420 -3.01689 0.94804 -0.888
C -4.02470 -2.42399 1.90024 -0.785
C -3.92340 -1.04539 2.09094 0.661
C -4.76400 -0.34689 3.02244 0.630
N -5.54420 -0.92729 3.91244 -0.894
H -4.86410 3.73431 2.53954 0.561
H -3.34050 4.93371 0.93024 0.435
H -1.54450 3.62971 -0.17186 0.537
H -1.62120 -2.67589 -0.43946 0.246
H -3.29780 -4.06959 0.72654 0.485
H -4.73870 -2.98739 2.48184 0.541
Se -2.92040 0.71521 -2.24446 -0.743
```

Results
- total charge = 0
- max |F| (eV/A) = 2.90
- energy (eV) = -217734.779
- HOMO-LUMO gap (eV) = 4.8266
- energy relative to the best compared isomer or geometry (same formula, charge and spin) (kcal/mol) = 17.9

---

(2)
Formula: C20H37Hg4O17PS
Source: the Open Molecules 2025 dataset
Level of theory: ωB97M-V/def2-TZVPD

```
80
Properties=species:S:1:pos:R:3:mulliken_charge:R:1
Hg -1.67747 -1.82132 -0.86084 1.550
Hg 1.34214 1.44098 -1.64252 1.663
Hg 0.76869 2.39178 1.79721 1.662
Hg -2.08604 -0.03788 2.30066 1.982
C 0.42820 5.41765 -1.20322 -1.054
C 1.54512 4.69752 -0.46277 -0.416
O 1.37393 3.30398 -0.23284 -0.720
H 0.57375 6.47345 -0.96583 0.395
H -0.55133 5.19084 -0.77123 0.233
H 0.42602 5.21762 -2.27103 0.288
H 1.75158 5.15292 0.50721 0.276
H 2.43112 4.88520 -1.08156 0.261
C 1.62192 0.95836 5.04980 -1.266
C 0.30563 0.37204 4.56138 -0.211
O -0.15068 1.00782 3.38787 -0.567
H 2.40625 1.03375 4.30009 0.175
H 1.95347 0.44789 5.96045 0.396
H 1.45131 1.93068 5.52920 0.330
H -0.39883 0.54281 5.38267 0.325
H 0.45597 -0.70584 4.42476 0.305
C -5.16085 -2.68435 -0.08855 -1.140
C -4.32050 -2.09277 1.02877 -0.149
O -3.28642 -1.29919 0.52148 -0.902
H -5.90862 -3.39658 0.25759 0.375
H -4.54376 -3.17522 -0.85099 0.212
H -5.69583 -1.87932 -0.59556 0.291
H -4.02093 -2.87029 1.74308 0.330
H -5.05180 -1.51666 1.61675 0.246
P 0.01498 0.05508 0.38028 3.199
O -0.55847 -1.22267 1.00679 -1.459
O -0.28392 -0.00404 -1.16169 -1.096
O 1.42110 0.66432 0.53507 -1.250
O -0.92087 1.25310 0.81545 -1.496
C 4.74881 0.00245 1.33803 -0.369
C 3.65013 -0.80357 2.02963 1.064
O 4.32272 -1.93919 2.55477 -0.309
S 5.88343 -1.63893 2.80326 1.109
O 6.65699 -2.47522 1.97329 -0.528
O 6.13741 -1.56659 4.18008 -0.522
O 5.89063 -0.15890 2.14968 -0.364
H 4.43105 1.03924 1.23281 0.265
H 4.89820 -0.36177 0.31538 0.355
H 2.93113 -1.09509 1.27397 -0.617
H 3.26167 -0.16815 2.82429 -0.279
O 0.34689 -2.64003 -1.70562 -0.720
C 1.00012 -3.66605 -1.58557 0.376
O 0.53076 -4.87063 -1.83951 -0.358
C 1.45210 -5.87462 -1.37881 -0.515
C 2.37273 -5.16539 -0.37145 -0.576
C 2.39218 -3.77241 -0.99098 0.166
H 2.07450 -6.28603 -2.17351 0.310
H 0.95854 -6.70480 -0.88238 0.380
H 3.36357 -5.59897 -0.30375 0.369
H 1.84637 -5.04973 0.57455 0.281
H 3.05902 -3.55379 -1.83006 0.399
H 2.48855 -3.01237 -0.21711 -0.247
O -3.14340 2.08395 2.39797 -0.798
C -4.18437 2.71635 2.32243 0.289
O -5.11284 2.71886 3.24129 -0.358
C -6.22943 3.60433 2.86175 -0.409
C -6.13620 3.56160 1.35660 -0.535
C -4.63936 3.49852 1.09349 -0.285
H -5.97291 4.55067 3.33531 0.261
H -7.11346 3.18010 3.32367 0.308
H -6.68856 4.35124 0.84783 0.363
H -6.59861 2.65985 0.94627 0.264
H -4.16629 4.48349 1.08021 0.312
H -4.33936 2.98547 0.18426 0.238
O 1.54246 0.16048 -3.44776 -0.756
C 1.23853 -0.13992 -4.59271 0.449
O 0.12592 0.28908 -5.13670 -0.354
C 0.11810 0.08513 -6.55654 -0.402
C 1.44071 -0.64553 -6.91325 -0.572
C 2.08959 -0.93317 -5.57187 -0.197
H -0.00537 1.04211 -7.06161 0.289
H -0.73915 -0.46712 -6.94276 0.306
H 1.97193 0.00919 -7.59875 0.270
H 1.19791 -1.56879 -7.42990 0.307
H 3.11002 -0.63267 -5.35368 0.420
H 1.88178 -1.96432 -5.27449 0.150
```

Results
- total charge = +2
- max |F| (eV/A) = 3.77
- energy (eV) = -92953.219
- HOMO-LUMO gap (eV) = 7.1656
- energy relative to the best compared isomer or geometry (same formula, charge and spin) (kcal/mol) = 0.0

---

(3)
Formula: C41H41FP2Ti
Source: the Open Molecules 2025 dataset
Level of theory: ωB97M-V/def2-TZVPD

```
86
Properties=species:S:1:pos:R:3:mulliken_spin:R:1
Ti 1.47431 0.45171 -0.26473 1.495
C 5.37095 -0.45367 -2.85716 0.012
C 4.49885 -0.82714 -3.79652 0.000
C 4.61482 -2.11884 -4.55292 0.002
C 5.08152 -3.38000 -3.77267 -0.002
C 4.95798 -3.50582 -2.27498 -0.007
C 5.81672 -3.00445 -1.37779 0.008
C 6.97965 -2.12558 -1.68158 -0.002
C 6.73615 -1.08425 -2.79023 0.001
C -0.03438 -0.57860 1.19623 -0.076
H 5.19614 0.37876 -2.17975 0.004
H 3.71672 -0.15753 -4.15977 -0.002
H 5.30837 -2.01513 -5.40478 0.000
H 3.63945 -2.34901 -5.00715 0.001
H 4.46759 -4.20914 -4.16913 -0.001
H 6.11363 -3.62607 -4.10102 0.000
H 4.23895 -4.27706 -1.94850 0.001
H 5.83250 -3.37944 -0.35177 0.002
H 7.84814 -2.73525 -1.99341 0.000
H 7.28745 -1.61493 -0.75766 -0.001
H 7.46286 -0.26973 -2.63378 0.001
H 7.01043 -1.55121 -3.75359 0.000
H -0.18495 0.45810 1.57106 -0.030
H -0.02739 -1.21444 2.08906 0.014
H -0.90379 -0.85541 0.58931 0.012
P 1.32789 -0.08363 -2.50109 0.043
P 1.45719 -2.06724 0.10663 0.121
C 1.98345 -1.73942 -2.62827 -0.058
C 2.13658 -2.49011 -1.49196 0.015
C 0.34664 0.26626 -3.95961 -0.025
C 0.66126 -0.23140 -5.23872 -0.007
C -0.13796 0.11624 -6.33021 0.003
C -1.27235 0.91290 -6.15336 -0.002
C -1.61863 1.36837 -4.86894 0.001
C -0.80545 1.05189 -3.78902 0.023
C 2.58983 1.27213 -2.31907 0.004
C 3.31035 1.36629 -1.07460 0.208
C 4.03215 2.55276 -0.78422 0.066
C 4.00460 3.61466 -1.67532 -0.005
C 3.24159 3.54827 -2.84966 0.064
C 2.54646 2.38725 -3.18170 0.074
C 0.44945 -3.59720 0.39120 0.001
C -0.65954 -3.82838 -0.44189 0.000
C -1.46268 -4.95226 -0.23540 0.002
C -1.12972 -5.88722 0.75572 -0.001
C 0.03415 -5.71014 1.51165 0.001
C 0.84852 -4.59096 1.30281 -0.002
C 2.70097 -2.14332 1.43319 -0.057
C 2.47699 -1.53608 2.67290 0.009
C 3.49752 -1.44835 3.60993 -0.007
C 4.76768 -1.96303 3.30995 0.009
C 4.96913 -2.62286 2.08976 0.000
C 3.91952 -2.78754 1.19028 0.036
H 2.10751 -2.13335 -3.64586 0.009
H 2.53122 -3.50571 -1.49196 -0.008
H 1.51105 -0.89264 -5.37633 0.001
H 0.13311 -0.24212 -7.33388 0.000
H -1.90944 1.17039 -7.00822 0.000
H -2.51847 1.97445 -4.71536 0.000
H -1.06431 1.39379 -2.78637 -0.019
H 3.46422 0.45517 -0.42383 -0.075
H 4.61392 2.57814 0.13753 -0.006
H 4.58740 4.51407 -1.45809 0.002
H 3.21110 4.41997 -3.50450 0.005
H 1.95079 2.36565 -4.09487 0.011
H -0.88072 -3.12705 -1.25287 0.004
H -2.35499 -5.09857 -0.84450 0.000
H -1.76576 -6.76485 0.91502 0.000
H 0.30622 -6.44792 2.27004 0.000
H 1.78839 -4.49367 1.85386 0.002
H 1.52962 -1.06449 2.91681 -0.002
H 3.30550 -0.96844 4.56857 0.000
H 5.58449 -1.85047 4.02973 0.001
H 5.95552 -3.01372 1.84707 0.002
H 4.02949 -3.37440 0.28609 0.005
F -2.89840 4.95584 -0.08045 0.001
C -1.97541 3.93581 -0.10579 0.031
C -0.62101 4.25026 0.00589 -0.016
C 0.32447 3.21317 -0.07892 0.129
C -0.08878 1.90387 -0.38384 -0.165
C -1.46561 1.62304 -0.50484 0.144
C -2.42726 2.62802 -0.30502 -0.017
H -0.28968 5.28368 0.14748 -0.001
H 1.39295 3.42861 0.06918 0.000
H -1.79990 0.61136 -0.76543 0.017
H -3.49512 2.39962 -0.34648 -0.001
```

Results
- total charge = 0
- ⟨S²⟩ = 2.03
- max |F| (eV/A) = 3.22
- energy (eV) = -87584.418
- multiplicity = 3
- HOMO-LUMO gap (alpha / beta) (eV) = 5.6989 / 6.1047

---

(4)
Formula: C32H70ClNNbO5P2S5
Source: the Open Molecules 2025 dataset
Level of theory: ωB97M-V/def2-TZVPD

```
117
Properties=species:S:1:pos:R:3:mulliken_charge:R:1
C -3.81036 1.46226 5.34385 -1.123
C -4.54198 0.84521 4.14871 -0.253
C -4.25174 -0.66929 4.01604 -0.636
C -4.56021 -1.22210 2.61001 -1.384
C -3.28821 -1.43241 1.72969 1.245
C -3.12551 -2.91708 1.36487 -1.248
C -2.30886 -3.16262 0.09225 -0.705
C -0.80791 -2.85006 0.29463 1.907
N -0.05916 -4.08636 0.60411 0.237
C 1.30016 -4.10694 0.04612 -0.546
C 1.27573 -4.38301 -1.48877 -0.533
C 2.04887 -3.32219 -2.27524 -0.390
C 2.71807 -3.87827 -3.55775 -0.572
C 3.02628 -2.71336 -4.50473 -0.451
C 3.98179 -3.01476 -5.68590 -0.812
C 4.91628 -4.21341 -5.50407 -0.489
C 6.13336 -3.89846 -4.61473 -1.270
C -0.10021 -4.44690 1.97085 -0.031
S -0.46182 -5.99080 2.39197 -0.224
S 0.18732 -3.30278 3.30218 -0.252
C 1.34700 -2.06232 2.63807 0.328
C 1.33846 -0.81347 3.53806 -0.652
C 0.17048 0.14963 3.19245 0.096
Nb 0.70576 1.93371 1.87988 -1.322
C -0.54109 3.32317 3.16519 -0.636
C -1.42142 4.45678 2.54418 1.483
C -2.64089 4.65883 3.47818 -1.531
C -1.98799 4.15758 1.15343 -1.551
P 2.81301 2.54195 3.29164 0.258
S 4.47155 1.58768 2.77317 -0.486
P 2.07601 0.55950 0.16264 0.489
O 3.26968 1.45376 -0.57058 -0.470
Cl 0.75586 0.19853 -1.46845 -0.278
H -2.73525 1.33831 5.19033 0.076
H -4.03768 2.52438 5.42393 0.344
H -4.06082 0.94650 6.27242 0.430
H -4.25085 1.32258 3.21113 0.312
H -5.61917 0.93175 4.31344 0.246
H -3.22575 -0.88618 4.32199 0.379
H -4.91241 -1.17032 4.73151 0.365
H -5.08153 -2.17267 2.74346 0.531
H -5.26174 -0.56911 2.08330 0.376
H -2.44811 -1.09887 2.33681 -1.269
H -3.35676 -0.80702 0.83849 0.438
H -4.11565 -3.35565 1.20444 0.641
H -2.68799 -3.42988 2.22427 0.250
H -2.69221 -2.56557 -0.73521 -0.005
H -2.37850 -4.20711 -0.21665 0.372
H -0.37701 -2.40348 -0.59822 -0.409
H -0.73995 -2.12380 1.10947 -1.204
H 1.85215 -4.89011 0.57033 0.540
H 1.85116 -3.17476 0.21344 0.104
H 1.67324 -5.38798 -1.64122 0.604
H 0.22414 -4.34466 -1.77010 -0.063
H 1.33872 -2.56412 -2.60909 0.070
H 2.83093 -2.83760 -1.68815 0.314
H 2.06056 -4.61980 -4.02193 0.294
H 3.61447 -4.41571 -3.23475 0.372
H 2.06572 -2.41430 -4.93586 0.155
H 3.35162 -1.86325 -3.90284 0.436
H 4.63099 -2.13880 -5.80438 0.293
H 3.44359 -3.09199 -6.63250 0.350
H 4.40238 -5.11645 -5.17538 0.365
H 5.32379 -4.45524 -6.49315 0.392
H 5.85100 -3.46255 -3.65887 0.331
H 6.80266 -3.23910 -5.16964 0.380
H 6.69204 -4.82700 -4.47416 0.306
H 0.99319 -1.76247 1.65510 -0.807
H 2.35169 -2.47610 2.58546 0.740
H 2.32546 -0.34637 3.51989 0.026
H 1.18282 -1.16786 4.56738 0.336
H -0.22403 0.57560 4.12172 0.569
H -0.64091 -0.42236 2.73363 0.011
H 1.00457 3.31533 0.70921 0.177
H -0.75344 1.48934 0.86591 0.148
H 0.18537 3.83683 3.81702 0.306
H -1.16011 2.72061 3.83699 0.177
H -0.86603 5.38550 2.54152 0.045
H -2.33341 4.97392 4.47763 0.390
H -3.25285 3.75659 3.51272 0.094
H -3.27697 5.45885 3.07720 0.498
H -2.46181 3.17715 1.12758 0.135
H -1.23315 4.25169 0.37479 0.242
H -2.76380 4.90358 0.93024 0.510
H 2.49545 2.40323 4.67353 0.017
H 3.03708 3.93492 3.17508 -0.105
H 3.91547 0.85345 -0.95632 0.287
C -3.32444 -3.21160 -6.01653 -0.655
C -3.89615 -1.95503 -5.34531 -0.657
C -3.81392 -2.16714 -3.82823 -0.782
S -2.42634 -3.27519 -3.55475 1.348
O -2.92592 -4.51758 -3.02408 -0.763
O -1.35173 -2.55548 -2.92309 -0.578
C -2.02456 -3.52119 -5.28099 -0.762
H -3.15295 -3.05993 -7.08165 0.360
H -4.02336 -4.04339 -5.90263 0.303
H -3.29776 -1.08690 -5.62888 0.301
H -4.92174 -1.76146 -5.65738 0.347
H -3.63164 -1.24116 -3.28822 0.352
H -4.70459 -2.65556 -3.43760 0.420
H -1.66899 -4.53881 -5.42422 0.455
H -1.24141 -2.80869 -5.53969 0.281
C 2.88250 8.79378 0.41274 -0.553
C 2.69177 7.65437 -0.59920 -0.695
C 2.92463 6.33348 0.14495 -0.536
S 2.48169 6.64247 1.85515 1.005
O 3.66504 6.52720 2.67124 -0.676
O 1.27803 5.91884 2.16923 -0.518
C 2.09956 8.38043 1.65493 -0.799
H 2.53263 9.74856 0.02065 0.352
H 3.94183 8.89809 0.65851 0.290
H 1.67240 7.68234 -0.99010 0.304
H 3.36972 7.74923 -1.44663 0.341
H 2.30404 5.52169 -0.22967 0.271
H 3.97084 6.03458 0.12751 0.409
H 2.38518 8.91758 2.55636 0.389
H 1.02495 8.46262 1.49270 0.333
```

Results
- total charge = -1
- max |F| (eV/A) = 2.40
- energy (eV) = -132869.984
- HOMO-LUMO gap (eV) = 6.0347

---

Among the records above, which one has the lowest total charge? C32H70ClNNbO5P2S5

---

Which of these has the lowest energy? C36H50BN6P2ScSe2

---

Which of these has the highest energy? C41H41FP2Ti